Formula: C60H42F5MoN10O5SSb
Source: the Open Molecules 2025 dataset
Level of theory: ωB97M-V/def2-TZVPD

XYZ file:
```
125
Properties=species:S:1:pos:R:3:lowdin_spin:R:1
Mo 0.43 -0.02 -0.67 1.648
C -0.04 -7.05 1.72 0.000
C -1.42 -6.42 1.69 0.000
C -2.26 -6.71 2.93 0.000
C -1.58 -6.14 4.16 0.000
C -1.17 -4.70 3.95 0.000
C -0.90 -3.88 5.02 0.000
C -0.55 -2.54 4.82 0.001
F -0.30 -1.80 5.90 0.000
C -0.48 -1.98 3.58 0.000
C -0.75 -2.79 2.47 0.000
C -0.68 -2.24 1.14 0.003
O -0.37 -1.00 1.01 0.034
C -0.98 -3.10 0.07 0.007
C -1.26 -4.43 0.32 0.002
N -1.29 -4.95 1.53 0.005
C -1.07 -4.15 2.65 0.000
C -0.90 -2.69 -1.35 0.018
O -1.36 -3.31 -2.26 0.011
O -0.26 -1.53 -1.58 0.128
H -0.12 -8.12 1.92 0.000
H 0.58 -6.60 2.50 0.000
H 0.47 -6.92 0.77 0.000
H -1.96 -6.77 0.80 0.000
H -2.40 -7.78 3.02 0.000
H -3.25 -6.26 2.80 0.000
H -0.70 -6.73 4.43 0.000
H -2.26 -6.19 5.02 0.000
H -0.97 -4.26 6.03 0.000
H -0.24 -0.94 3.45 0.000
H -1.44 -5.10 -0.51 0.000
N 1.52 1.92 -0.01 0.018
N 2.54 2.41 -0.86 0.002
C 2.99 1.69 -1.88 0.004
N 4.11 2.08 -2.48 0.001
S 2.15 0.34 -2.50 0.004
H 0.91 2.70 0.21 0.002
H 2.03 1.58 0.85 0.005
H 3.12 3.14 -0.46 0.000
H 4.61 2.91 -2.20 0.000
H 4.45 1.56 -3.27 0.000
O 3.05 0.84 1.61 0.002
C 3.10 -0.31 1.15 0.004
N 4.09 -1.18 1.40 0.003
C 3.90 -2.46 0.75 0.000
C 2.52 -2.20 0.09 0.004
O 1.90 -3.04 -0.51 0.005
N 2.14 -0.89 0.32 0.005
C 5.00 -2.69 -0.29 0.000
C 4.77 -2.68 -1.65 0.000
C 5.82 -2.86 -2.54 0.000
C 7.11 -3.05 -2.06 0.000
C 7.34 -3.07 -0.69 0.000
C 6.29 -2.89 0.19 0.000
C 3.77 -3.62 1.73 0.000
C 3.79 -4.92 1.24 0.000
C 3.67 -5.99 2.11 0.000
C 3.53 -5.77 3.48 0.000
C 3.50 -4.48 3.96 0.000
C 3.61 -3.40 3.09 0.000
H 4.86 -0.94 2.00 0.000
H 3.76 -2.56 -2.05 0.000
H 5.63 -2.86 -3.61 0.000
H 7.93 -3.21 -2.75 0.000
H 8.34 -3.23 -0.31 0.000
H 6.48 -2.92 1.26 0.000
H 3.90 -5.09 0.18 0.000
H 3.70 -7.00 1.72 0.000
H 3.47 -6.61 4.16 0.000
H 3.40 -4.30 5.03 0.000
H 3.58 -2.39 3.49 0.000
F -5.79 3.57 0.21 -0.012
C -5.68 2.40 -0.40 -0.030
C -6.65 2.02 -1.26 0.038
F -7.68 2.82 -1.42 0.014
C -6.57 0.80 -2.03 -0.038
C -5.40 -0.01 -1.78 0.031
C -4.45 0.37 -0.91 -0.029
F -3.41 -0.44 -0.69 -0.009
C -4.48 1.63 -0.22 0.016
C -3.40 2.11 0.50 -0.074
C -2.11 1.58 0.26 0.045
N -1.08 1.14 -0.02 -0.036
C -3.44 3.21 1.41 -0.005
N -3.41 4.10 2.13 -0.045
F -5.26 -1.15 -2.42 0.012
C -7.53 0.45 -2.95 0.098
C -8.64 1.28 -3.28 0.007
N -9.52 1.94 -3.63 0.058
C -7.48 -0.78 -3.68 0.007
N -7.50 -1.76 -4.28 0.057
C -4.82 3.34 -5.31 -0.001
C -4.24 2.23 -5.91 0.000
C -3.16 1.60 -5.32 -0.001
C -2.63 2.08 -4.13 -0.002
C -3.22 3.19 -3.52 0.000
C -4.31 3.82 -4.11 0.000
Sb -0.86 1.20 -3.31 -0.012
C -0.16 0.13 -4.98 -0.004
C 0.30 0.76 -6.14 -0.001
C 0.75 -0.01 -7.20 0.000
C 0.74 -1.40 -7.12 0.000
C 0.25 -2.02 -5.98 0.000
C -0.19 -1.26 -4.90 0.000
C 0.19 3.06 -3.17 -0.003
C -0.10 3.84 -2.05 0.000
C 0.52 5.07 -1.84 0.000
C 1.44 5.54 -2.76 0.000
C 1.73 4.78 -3.89 0.000
C 1.11 3.56 -4.09 -0.001
H -5.65 3.85 -5.78 0.000
H -4.64 1.86 -6.85 0.000
H -2.72 0.73 -5.80 0.000
H -2.82 3.59 -2.59 0.000
H -4.75 4.69 -3.64 0.000
H 0.26 1.83 -6.24 0.000
H 1.11 0.47 -8.10 0.000
H 1.09 -1.99 -7.95 0.000
H 0.21 -3.10 -5.92 0.000
H -0.57 -1.77 -4.02 0.000
H -0.84 3.51 -1.33 0.000
H 0.26 5.67 -0.97 0.000
H 1.92 6.50 -2.61 0.000
H 2.44 5.15 -4.62 0.000
H 1.37 2.99 -4.97 0.000
```

Properties
- HOMO energy (alpha / beta): -12.88 / -12.94 eV
- Electronic energy: -120842.9115 eV
- Total charge: +2
- Multiplicity: 3
- Energy above the lowest of the compared OMol25 structures with the same formula, charge and spin: 13.8 kcal/mol
- <S²>: 2.16
- Kohn-Sham gap (alpha / beta): 5.020 / 5.259 eV
- Molar mass: 1327.8 Da



Formula: C14H19NO3S
Source: the Open Molecules 2025 dataset
Level of theory: ωB97M-V/def2-TZVPD

XYZ file:
```
38
Properties=species:S:1:pos:R:3:nbo_charge:R:1
C -3.96 -1.83 -0.10 -0.401
N -2.73 -1.06 -0.06 -0.442
C -1.75 -1.54 -1.01 -0.240
H -1.83 -1.03 -1.98 0.187
C -0.30 -1.40 -0.52 0.056
O 0.48 -2.11 -1.46 -0.740
H 1.41 -1.89 -1.34 0.482
C -0.15 -1.97 0.91 -0.107
O 0.63 -1.19 1.79 -0.525
C 2.03 -1.29 1.66 -0.107
C 2.60 -0.58 0.46 0.250
C 3.29 -1.05 -0.62 -0.344
C 3.57 0.08 -1.43 -0.315
C 3.03 1.14 -0.78 0.099
O 2.44 0.76 0.36 -0.392
H 2.99 2.19 -1.02 0.205
H 4.11 0.09 -2.35 0.232
H 3.60 -2.06 -0.80 0.235
H 2.42 -0.83 2.57 0.207
H 2.34 -2.34 1.61 0.183
H 0.25 -2.99 0.84 0.171
H -1.14 -1.99 1.37 0.215
H 0.00 -0.35 -0.50 0.185
H -1.90 -2.61 -1.18 0.208
C -3.01 0.37 -0.20 -0.252
C -1.85 1.22 0.20 -0.210
C -1.26 1.33 1.41 -0.241
C -0.19 2.25 1.43 -0.239
C 0.01 2.84 0.23 -0.422
S -1.10 2.27 -0.96 0.423
H 0.74 3.58 -0.04 0.229
H 0.40 2.46 2.31 0.224
H -1.57 0.75 2.27 0.230
H -3.86 0.60 0.46 0.213
H -3.31 0.62 -1.24 0.175
H -4.49 -1.75 -1.06 0.165
H -3.72 -2.88 0.08 0.201
H -4.62 -1.49 0.69 0.198
```

Properties
- HOMO energy: -8.52 eV
- Electronic energy: -33292.2933 eV
- Energy above the lowest of the compared OMol25 structures with the same formula, charge and spin: 77.5 kcal/mol
- Structure (SMILES): CN(Cc1cccs1)C[C@H](O)COCc1ccco1
- Kohn-Sham gap: 9.297 eV
- Molar mass: 281.4 Da



Formula: C2H5GaLiO2
Source: the Open Molecules 2025 dataset
Level of theory: ωB97M-V/def2-TZVPD

XYZ file:
```
11
Properties=species:S:1:pos:R:3:nbo_charge:R:1
O 1.22 -0.78 -0.44 -0.997
C 1.43 0.35 0.23 0.177
C 0.79 0.91 1.26 -0.263
Li 0.72 -0.60 -2.21 0.985
Ga 0.74 -2.20 0.48 1.054
H 0.82 1.77 0.26 0.378
H 2.26 1.18 0.82 0.385
H -0.25 0.61 1.39 0.271
H -2.25 -0.19 0.15 0.481
O -2.36 -0.65 -0.70 -0.996
H -3.13 -0.41 -1.23 0.525
```

Properties
- HOMO energy (alpha / beta): -18.88 / -18.93 eV
- Electronic energy: -58807.0925 eV
- Total charge: +2
- Multiplicity: 2
- <S²>: 0.76
- Kohn-Sham gap (alpha / beta): 9.612 / 6.493 eV
- Molar mass: 137.7 Da



Formula: C2H2Cl3IO2
Source: the Open Molecules 2025 dataset
Level of theory: ωB97M-V/def2-TZVPD

XYZ file:
```
10
Properties=species:S:1:pos:R:3:nbo_charge:R:1
C 0.80 -0.10 0.20 0.427
C 1.73 -1.51 0.05 -0.188
O 0.14 -0.11 1.44 -0.704
O -0.16 -0.05 -0.72 -0.730
Cl 2.30 -1.58 -1.70 -0.033
Cl 3.00 -1.79 1.07 0.139
Cl 0.49 -2.83 0.25 -0.009
I 2.25 1.44 0.05 0.080
H -0.81 -0.12 1.18 0.499
H 0.15 -0.39 -1.66 0.520
```

Properties
- HOMO energy: -9.75 eV
- Electronic energy: -51868.4286 eV
- Energy above the lowest of the compared OMol25 structures with the same formula, charge and spin: 0.0 kcal/mol
- Structure (SMILES): OC(O)(I)C(Cl)(Cl)Cl
- Kohn-Sham gap: 10.109 eV
- Molar mass: 291.3 Da